115
Properties=species:S:1:pos:R:3 method="wB97M-V/def2-TZVPD" orbital_gap_ha=0.1777 homo_ha=-0.1031 total_charge=-1 max_force_ev_per_a=3.8
Sr 15.796 13.930 11.750
C 15.337 18.698 11.967
N 15.783 17.636 11.001
C 14.944 16.730 10.445
N 15.487 16.240 9.326
C 16.665 16.882 9.133
C 16.852 17.813 10.132
C 17.951 18.785 10.397
C 18.423 19.575 9.343
C 19.476 20.504 9.422
C 19.984 20.712 10.687
C 19.604 19.952 11.791
C 18.663 18.919 11.568
C 17.424 16.654 7.940
C 16.804 16.642 6.691
C 17.544 16.296 5.592
C 18.892 15.985 5.716
C 19.473 15.893 6.981
C 18.784 16.313 8.088
P 13.328 16.478 11.377
C 14.029 16.349 13.043
N 15.167 15.785 13.452
C 15.509 16.382 14.651
C 14.456 17.226 15.068
N 13.586 17.235 14.022
C 12.204 17.643 14.047
C 14.056 17.688 16.421
C 14.470 16.955 17.501
C 14.272 17.384 18.846
C 13.611 18.583 18.993
C 13.281 19.382 17.870
C 13.412 18.940 16.553
C 16.723 16.085 15.339
C 17.486 14.866 15.143
C 18.276 14.469 16.360
C 18.605 15.377 17.224
C 18.259 16.743 17.008
C 17.246 17.072 16.185
C 12.973 14.817 10.808
N 13.732 13.896 10.236
C 12.959 12.831 10.038
C 11.767 13.018 10.582
N 11.704 14.329 11.008
C 10.493 14.857 11.628
C 10.562 12.152 10.593
C 9.689 12.132 9.532
C 8.584 11.311 9.595
C 8.215 10.648 10.781
C 9.104 10.698 11.847
C 10.252 11.439 11.737
C 13.483 11.590 9.449
C 14.008 11.600 8.188
C 14.297 10.364 7.517
C 14.166 9.147 8.145
C 13.507 9.187 9.383
C 13.185 10.351 9.991
H 14.357 18.998 11.663
H 15.862 19.638 12.005
H 15.279 18.409 13.057
H 18.069 19.436 8.336
H 19.911 21.111 8.638
H 20.733 21.514 10.759
H 19.973 20.139 12.766
H 18.332 18.255 12.422
H 15.758 16.745 6.673
H 17.113 16.362 4.558
H 19.468 15.578 4.958
H 20.478 15.370 7.064
H 19.281 16.420 9.049
H 11.972 18.458 13.353
H 11.815 17.858 15.050
H 11.696 16.811 13.594
H 15.190 16.131 17.213
H 14.498 16.721 19.661
H 13.358 19.035 19.928
H 12.998 20.340 18.120
H 13.035 19.581 15.718
H 16.804 14.087 14.979
H 18.486 13.450 16.570
H 19.321 15.056 18.065
H 18.755 17.478 17.622
H 16.848 18.071 16.202
H 9.663 14.575 10.969
H 10.546 15.956 11.734
H 10.317 14.445 12.609
H 9.857 12.694 8.682
H 7.984 11.217 8.702
H 7.270 10.084 10.756
H 8.845 10.142 12.776
H 11.016 11.308 12.486
H 14.276 12.482 7.644
H 14.777 10.455 6.536
H 14.308 8.137 7.641
H 13.263 8.234 9.831
H 12.663 10.283 10.923
C 21.291 11.716 12.676
C 20.927 11.777 11.166
C 21.372 12.691 10.265
C 20.883 13.016 9.007
C 19.772 12.229 8.575
C 19.351 11.222 9.395
C 19.911 10.998 10.662
H 20.688 12.523 13.117
H 22.379 11.889 12.669
H 21.124 10.760 13.215
H 22.192 13.329 10.592
H 21.348 13.872 8.570
H 19.195 12.425 7.655
H 18.479 10.617 9.079
H 19.377 10.288 11.308
S 19.121 14.762 11.327
Br 14.028 12.367 13.586
N 18.368 14.970 13.922
C 18.024 14.601 12.745
H 19.342 15.399 14.075

=====

90
Properties=species:S:1:pos:R:3 method="wB97M-V/def2-TZVPD" orbital_gap_ha=0.3811 homo_ha=-0.3720 smiles="C[N+](=O)[O-].C[N+](=O)[O-].C[N+](=O)[O-].CCOC(=O)OC.CCOC(=O)OC.CCOC(=O)OC.O=C1CCCO1.O=C1CCCO1" max_force_ev_per_a=2.5
C -2.574 -4.191 -2.056
N -3.420 -3.272 -1.257
O -4.536 -3.648 -0.951
O -2.926 -2.215 -0.936
H -2.947 -5.204 -2.071
H -1.584 -4.186 -1.643
H -2.483 -3.832 -3.073
C 1.285 -2.693 3.148
N 1.836 -1.453 2.433
O 2.811 -1.641 1.731
O 1.247 -0.395 2.537
H 1.099 -3.420 2.366
H 0.307 -2.449 3.595
H 2.008 -3.000 3.910
C 0.066 -0.312 -0.451
N 0.298 -1.732 -0.799
O 0.733 -1.992 -1.935
O 0.048 -2.579 0.025
H -0.514 0.136 -1.251
H 0.999 0.204 -0.471
H -0.411 -0.225 0.530
C -1.952 0.295 -3.576
C -3.328 0.592 -2.915
O -3.351 2.008 -2.740
C -4.447 2.578 -2.264
O -5.519 2.078 -2.079
O -4.170 3.865 -2.025
C -5.399 4.540 -1.649
H -1.954 0.743 -4.569
H -1.739 -0.780 -3.685
H -1.094 0.719 -3.054
H -3.380 0.044 -1.982
H -4.185 0.300 -3.523
H -5.973 3.940 -0.936
H -5.989 4.774 -2.532
H -5.102 5.472 -1.165
C -1.082 -0.096 7.221
C -1.274 -0.429 5.770
O -2.587 -1.064 5.772
C -3.155 -1.222 4.599
O -4.251 -1.687 4.423
O -2.404 -0.809 3.560
C -3.066 -0.901 2.267
H -1.283 -0.999 7.803
H -1.820 0.645 7.550
H -0.095 0.318 7.445
H -0.516 -1.094 5.385
H -1.220 0.506 5.205
H -2.515 -0.190 1.657
H -4.099 -0.590 2.329
H -2.976 -1.895 1.829
C 9.065 -3.727 -1.493
C 7.958 -4.741 -1.541
O 6.732 -4.272 -0.895
C 5.981 -3.446 -1.624
O 6.304 -3.071 -2.703
O 4.857 -3.207 -0.980
C 3.906 -2.382 -1.619
H 8.847 -2.937 -2.216
H 10.052 -4.153 -1.704
H 9.077 -3.248 -0.518
H 8.285 -5.640 -1.033
H 7.721 -5.005 -2.572
H 4.326 -1.675 -2.328
H 3.452 -1.770 -0.836
H 3.146 -2.971 -2.123
O 0.793 2.607 -2.096
C 1.920 2.581 -2.564
C 3.095 3.334 -2.051
C 4.128 3.272 -3.254
C 3.645 1.951 -3.920
O 2.231 1.836 -3.628
H 2.797 4.348 -1.776
H 3.531 2.873 -1.161
H 3.990 4.138 -3.910
H 5.199 3.225 -3.002
H 3.830 2.006 -5.003
H 4.163 1.076 -3.537
O -1.266 2.410 1.040
C -2.175 3.138 1.405
C -3.486 2.719 2.054
C -4.379 3.983 2.043
C -3.263 5.108 1.913
O -2.128 4.448 1.253
H -3.887 1.920 1.421
H -3.270 2.328 3.053
H -5.067 3.969 1.173
H -4.978 4.064 2.971
H -3.571 5.970 1.327
H -2.982 5.381 2.931

=====

10
Properties=species:S:1:pos:R:3 method="wB97M-V/def2-TZVPD" orbital_gap_ha="0.2453 / 0.2311" homo_ha="-0.4945 / -0.4808" spin_multiplicity=6 total_charge=+1 max_force_ev_per_a=2.4 s_squared=8.77
N -1.259 -0.688 0.140
C 0.139 -0.585 0.174
C 0.571 0.733 -0.566
F -0.428 1.170 -1.361
H -1.509 -1.655 0.032
H 0.734 -1.374 -0.228
H 0.377 -0.530 1.292
H 1.420 0.542 -1.182
H 0.802 1.565 0.105
Mn -0.846 0.821 1.594

=====

57
Properties=species:S:1:pos:R:3 method="wB97M-V/def2-TZVPD" orbital_gap_ha=0.2483 homo_ha=-0.2674 max_force_ev_per_a=0.5
O -4.852 1.680 4.520
C -4.170 1.416 3.560
C -3.826 2.370 2.453
P -3.086 1.596 0.876
O -2.347 0.893 -0.611
C -4.866 0.920 0.341
C -5.801 1.987 -0.062
O -5.751 2.702 -1.006
Cl -7.186 2.237 1.120
C -1.331 2.157 1.380
C -0.630 3.095 0.608
C 0.653 3.467 0.964
C 1.228 2.889 2.095
C 0.465 1.978 2.812
N -0.769 1.620 2.468
H -3.741 0.396 3.478
H -4.743 2.928 2.238
H -3.116 3.094 2.870
H -2.852 0.326 1.543
H -3.270 2.799 0.121
H -2.594 -0.037 -0.646
H -5.275 0.326 1.159
H -4.739 0.279 -0.535
H -1.116 3.502 -0.273
H 1.206 4.197 0.383
H 2.221 3.155 2.438
H 0.874 1.520 3.709
C 4.594 -3.572 -3.177
C 4.112 -2.124 -3.081
C 3.849 -1.608 -1.668
N 2.444 -1.760 -1.136
C 1.526 -0.795 -1.857
C 0.140 -0.734 -1.251
C 0.210 -0.386 0.225
C 1.119 -1.340 0.984
C 2.489 -1.410 0.339
C 1.967 -3.157 -1.308
H 3.807 -4.300 -2.984
H 4.977 -3.772 -4.176
H 5.404 -3.757 -2.470
H 3.244 -1.963 -3.722
H 4.895 -1.482 -3.488
H 4.049 -0.539 -1.612
H 4.504 -2.108 -0.953
H 2.010 0.180 -1.786
H 1.504 -1.101 -2.901
H -0.427 0.037 -1.776
H -0.400 -1.672 -1.415
H -0.787 -0.383 0.653
H 0.586 0.634 0.333
H 0.671 -2.334 1.065
H 1.256 -0.987 2.007
H 3.134 -2.153 0.808
H 2.979 -0.436 0.392
H 2.695 -3.830 -0.860
H 1.856 -3.366 -2.368
H 1.008 -3.273 -0.817